Formula: C32H31Cl4FNO2Ru
Source: OMol25
Level of theory: ωB97M-V/def2-TZVPD

Output
Total energy = -3478.692817 Eh
Kohn-Sham gap (alpha / beta) = 4.614 / 5.202 eV
Charge = -2
Expectation value of S² = 8.83
Multiplicity = 6
Energy relative to the best compared isomer or geometry (same formula, charge and spin) = 91.58 kJ/mol

Last column: Mulliken spin population.
CARTESIAN COORDINATES (ANGSTROEM)
Ru  0.3383  -0.7456  0.7830  2.809
C  -4.6755  0.1434  0.9569  -0.005
C  -3.4925  -0.7676  1.1568  0.035
C  -3.1455  -1.7076  0.1737  -0.015
C  -2.0509  -2.5309  0.3249  0.099
C  -1.2336  -2.4423  1.4697  0.016
C  -1.5823  -1.5136  2.4614  0.058
C  -2.7027  -0.6886  2.2885  0.048
H  -4.6678  0.9608  1.6795  -0.001
H  -5.6241  -0.3916  1.0647  0.003
H  -4.6661  0.5872  -0.0416  0.003
H  -3.7322  -1.7647  -0.7380  -0.003
H  -1.7830  -3.2260  -0.4604  -0.005
H  -0.4754  -3.1893  1.6668  -0.027
H  -0.9931  -1.4675  3.3657  -0.009
H  -2.9420  0.0430  3.0541  0.015
Cl  4.8187  -0.1295  6.2122  0.000
C  4.0011  0.1418  4.6948  -0.001
C  4.3820  1.1694  3.8624  0.005
Cl  5.7000  2.2243  4.3066  0.001
C  3.7011  1.3700  2.6478  0.017
Cl  4.1531  2.6752  1.5830  0.001
C  2.6397  0.5571  2.2372  0.008
O  1.9933  0.7213  1.1371  0.078
C  2.2429  -0.5288  3.1158  -0.021
O  1.2499  -1.2754  2.7444  0.084
C  2.9294  -0.6917  4.3140  0.024
Cl  2.4125  -1.9953  5.3582  0.001
F  -3.7570  6.6474  0.0890  0.010
C  -3.0527  5.5058  0.3526  0.195
C  -3.3192  4.3712  -0.3945  -0.103
C  -2.6063  3.2186  -0.1275  0.130
C  -1.6236  3.1815  0.8888  0.084
C  -0.9173  1.9963  1.1695  0.124
C  -1.3908  4.3695  1.6188  0.197
C  -2.0980  5.5273  1.3540  -0.086
H  -4.0708  4.4029  -1.1723  -0.004
H  -2.7931  2.3193  -0.6990  0.097
H  -1.0816  1.1094  0.5573  0.428
H  -0.2027  1.9351  1.9773  -0.053
H  -0.6299  4.3651  2.3892  0.012
H  -1.9175  6.4413  1.9040  -0.004
C  -1.7741  0.1485  -2.6607  0.004
C  -0.4037  0.5580  -3.2079  0.042
C  0.2112  1.6953  -2.3905  -0.033
C  0.5478  -0.6066  -3.3801  0.102
C  1.0018  -0.8906  -4.6587  -0.067
C  1.9013  -1.9205  -4.9217  0.124
C  2.3604  -2.6574  -3.8328  -0.066
C  1.9436  -2.4187  -2.5328  0.058
C  2.5485  -3.2606  -1.4254  0.028
C  3.3956  -2.4377  -0.4518  0.029
C  1.5093  -4.1133  -0.6940  -0.003
C  0.9761  -1.3918  -2.2561  -0.011
N  0.4545  -1.2016  -1.0406  0.442
H  -2.4524  1.0095  -2.6528  0.000
H  -1.6817  -0.2549  -1.6508  0.054
H  -2.2222  -0.6248  -3.2915  -0.001
H  -0.5719  0.9453  -4.2215  0.000
H  0.4553  1.3732  -1.3766  0.032
H  -0.4728  2.5488  -2.3368  0.002
H  1.1393  2.0370  -2.8545  0.000
H  0.6399  -0.2747  -5.4793  -0.003
H  2.2454  -2.1268  -5.9278  0.017
H  3.0880  -3.4501  -3.9954  -0.004
H  3.2322  -3.9584  -1.9262  -0.001
H  2.7978  -1.7026  0.0885  -0.006
H  4.1719  -1.8906  -0.9914  -0.001
H  3.8796  -3.0880  0.2838  0.001
H  0.7604  -3.4726  -0.2314  0.015
H  1.9818  -4.7195  0.0854  0.001
H  1.0024  -4.7821  -1.3954  -0.002